(1)
Formula: CH3F3N2P
Source: the OMol25 dataset
Level of theory: the ωB97M-V functional and the def2-TZVPD basis

```
10
Properties=species:S:1:pos:R:3
C 1.25 -0.34 0.03
N 1.54 0.88 0.03
N 0.99 -1.46 0.16
F -1.63 0.00 -1.35
F -2.00 -0.99 0.70
F -1.55 1.27 0.56
P -2.62 0.25 -0.10
H 0.81 1.59 0.12
H 2.51 1.19 -0.02
H 0.71 -2.38 -0.13
```

* HOMO level: -15.896 eV
* total charge: +1
* frontier orbital gap: 11.70 eV
* ΔE to the lowest compared entry with this formula, charge and spin: 3.2 kcal per mole

(2)
Formula: C2H6OS3
Source: the OMol25 dataset
Level of theory: the ωB97M-V functional and the def2-TZVPD basis

```
12
Properties=species:S:1:pos:R:3
C -1.98 -0.94 -1.03
C 2.15 1.20 0.89
O 3.20 0.07 -1.18
S -0.90 0.09 0.03
S 1.39 -1.70 0.28
S 2.99 -0.34 0.17
H -3.05 -0.74 -0.85
H -1.82 -1.94 -0.76
H -1.91 -0.50 -2.08
H 2.17 1.93 0.09
H 2.66 1.46 1.72
H 1.08 1.00 0.93
```

* HOMO level (spin up / spin down): -9.199 / -9.200 eV
* total charge: 0
* frontier orbital gap (spin up / spin down): 6.42 / 6.42 eV
* ΔE to the lowest compared entry with this formula, charge and spin: 60.0 kcal per mole

(3)
Formula: C4H5O2
Source: the OMol25 dataset
Level of theory: the ωB97M-V functional and the def2-TZVPD basis

```
11
Properties=species:S:1:pos:R:3
C 0.58 1.13 -0.24
C 1.84 -0.54 0.23
C -0.26 0.12 0.03
C -1.62 -0.24 0.01
O 1.85 0.68 -0.15
O 0.68 -1.03 0.30
H 0.52 2.16 -0.68
H 2.63 -1.27 0.48
H -2.15 -0.05 0.98
H -1.71 -1.26 -0.19
H -2.37 0.28 -0.77
```

* HOMO level: -15.607 eV
* total charge: +1
* frontier orbital gap: 10.77 eV
* ΔE to the lowest compared entry with this formula, charge and spin: 21.3 kcal per mole

(4)
Formula: C30H30BrCaN4O7
Source: the OMol25 dataset
Level of theory: the ωB97M-V functional and the def2-TZVPD basis

```
73
Properties=species:S:1:pos:R:3
Ca -0.26 -0.84 -1.41
O -4.03 -0.11 -1.09
C -3.12 -0.31 -0.29
O -2.23 -1.23 -0.36
C -3.00 0.58 0.97
C -4.03 1.71 1.04
C -4.21 2.14 2.50
C -2.84 2.83 2.77
C -2.20 2.78 1.37
O -3.33 2.84 0.49
C -1.67 1.36 1.12
C 0.29 1.95 -0.07
O 0.34 1.08 -2.35
O 0.72 2.48 0.92
H -3.11 -0.10 1.82
H -4.93 1.52 0.46
H -4.40 1.30 3.17
H -5.03 2.85 2.60
H -2.23 2.32 3.51
H -2.96 3.86 3.09
H -1.50 3.57 1.14
H -1.04 1.00 1.93
Br 4.50 4.75 -3.13
C 3.14 3.64 -2.40
C 1.77 4.11 -2.48
C 0.77 3.37 -2.00
C 0.96 1.95 -1.48
O -0.91 1.31 -0.09
C 2.43 1.61 -1.29
C 2.78 0.42 -0.73
N 1.91 -0.54 -0.34
C 2.40 -1.52 0.48
C 3.50 -1.39 1.31
C 3.94 -2.46 2.12
C 3.30 -3.66 2.14
C 2.15 -3.84 1.34
C 1.42 -5.04 1.32
C 0.31 -5.16 0.53
C -0.07 -4.05 -0.26
N 0.60 -2.93 -0.28
C 1.70 -2.79 0.51
C 3.45 2.46 -1.83
H 1.58 5.08 -2.93
H -0.26 3.71 -2.07
H 3.85 0.20 -0.65
H 4.01 -0.44 1.38
H 4.81 -2.30 2.75
H 3.64 -4.47 2.78
H 1.74 -5.86 1.95
H -0.28 -6.06 0.50
H -0.95 -4.10 -0.89
H 4.48 2.13 -1.78
C -2.35 0.21 -4.04
N -1.10 0.35 -4.78
C -0.83 1.71 -5.22
C 0.42 1.76 -6.06
C 1.55 1.12 -5.29
N 1.18 -0.23 -4.89
C 2.25 -0.97 -4.24
C -0.08 -0.47 -4.40
O -0.29 -1.47 -3.69
H -3.16 0.63 -4.65
H -2.32 0.76 -3.10
H -2.57 -0.83 -3.84
H -0.72 2.35 -4.34
H -1.70 2.04 -5.79
H 0.67 2.80 -6.29
H 0.26 1.23 -7.01
H 1.79 1.71 -4.41
H 2.45 1.04 -5.92
H 3.15 -0.86 -4.85
H 2.00 -2.02 -4.18
H 2.45 -0.58 -3.24
```

* HOMO level: -3.796 eV
* total charge: -1
* frontier orbital gap: 6.25 eV
* ΔE to the lowest compared entry with this formula, charge and spin: 40.0 kcal per mole

(5)
Formula: C5H10N3OS
Source: the OMol25 dataset
Level of theory: the ωB97M-V functional and the def2-TZVPD basis

```
20
Properties=species:S:1:pos:R:3
C -1.38 -0.63 -1.25
C -0.39 -0.24 -0.06
C -0.75 -0.89 1.31
C 0.00 1.25 -0.01
N -0.92 2.22 -0.02
N 1.33 1.35 0.11
C 2.18 0.25 -0.03
S 3.77 -0.01 0.05
N 0.89 -0.91 -0.43
O 1.19 -2.12 0.22
H -2.24 -1.03 -0.75
H -0.93 -1.40 -1.78
H -1.58 0.22 -1.99
H -0.86 -2.05 1.22
H -1.62 -0.44 1.69
H 0.01 -0.62 1.94
H -1.80 1.83 -0.33
H -0.58 3.16 -0.10
H 1.65 2.25 0.46
H 2.03 -2.20 -0.25
```

* HOMO level: -12.643 eV
* total charge: +1
* frontier orbital gap: 7.69 eV
* structure (SMILES): CC1(C)C(=[NH2+])NC(=S)N1O
* ΔE to the lowest compared entry with this formula, charge and spin: 64.1 kcal per mole

(6)
Formula: C38H61B2F8N3O11S3
Source: the OMol25 dataset
Level of theory: the ωB97M-V functional and the def2-TZVPD basis

```
126
Properties=species:S:1:pos:R:3
C -3.96 4.02 4.13
C -2.36 4.08 3.81
C -1.95 3.10 2.58
C -1.83 1.58 3.17
C -1.88 0.52 1.97
C -3.27 0.17 1.33
B -4.60 0.93 1.94
O -5.08 2.15 1.35
O -5.22 0.34 3.11
C -3.37 -0.89 0.13
C -4.83 -1.23 -0.42
N -5.29 -0.11 -1.33
C -4.67 -0.24 -2.69
C -2.03 -1.49 -0.37
C -2.07 -2.53 -1.61
C -1.20 -2.01 -2.88
C -1.62 -4.02 -1.12
C -2.83 -4.52 -0.13
C -0.63 -1.13 0.28
N 0.53 -1.75 -0.29
C 1.75 -1.36 0.33
C 3.10 -1.98 -0.31
C 3.72 -0.91 -1.33
O 3.07 0.40 -1.19
C 3.14 1.13 -2.43
C 2.55 2.63 -2.25
F 1.15 2.54 -2.01
F 2.70 3.26 -3.55
C 3.36 3.53 -1.20
F 3.80 4.70 -1.88
F 4.56 2.87 -0.75
C 2.54 3.98 0.10
F 1.85 2.89 0.73
F 3.53 4.38 1.07
C 1.60 5.27 -0.11
F 1.28 5.74 1.23
F 0.36 4.99 -0.74
C 1.78 -0.38 1.54
B 3.26 -0.06 2.19
O 4.21 -1.06 2.60
O 3.66 1.34 2.40
C 4.27 1.50 3.71
N 0.67 0.27 2.17
C -0.52 -0.13 1.47
H -4.58 4.02 3.16
H -4.29 4.95 4.73
H -4.22 3.06 4.70
H -1.80 3.75 4.76
H -2.08 5.17 3.56
H -2.69 3.16 1.70
H -0.93 3.45 2.16
H -0.83 1.58 3.75
H -2.63 1.38 3.99
H -4.59 2.28 0.50
H -5.94 -0.25 2.75
H -5.61 -1.33 0.42
H -4.90 -2.19 -1.04
H -4.91 0.80 -0.97
H -5.09 -1.16 -3.22
H -4.92 0.75 -3.25
H -3.52 -0.26 -2.58
H -3.14 -2.67 -2.02
H -1.10 -0.86 -2.89
H -0.18 -2.51 -2.96
H -1.78 -2.27 -3.85
H -1.61 -4.76 -2.00
H -0.67 -4.01 -0.49
H -3.14 -5.60 -0.35
H -2.55 -4.44 0.97
H -3.76 -3.85 -0.29
H 3.83 -2.38 0.48
H 2.78 -2.90 -0.93
H 4.86 -0.82 -1.32
H 3.42 -1.27 -2.40
H 4.25 1.25 -2.70
H 2.55 0.54 -3.24
H 2.16 6.15 -0.60
H 4.93 -1.03 1.93
H 4.07 2.54 4.18
H 3.96 0.73 4.49
H 5.41 1.47 3.54
O -1.50 0.90 5.84
S -2.42 0.78 6.95
O -2.91 1.93 7.68
C -3.82 -0.20 6.42
C -3.41 -1.63 6.72
C -2.75 -1.60 8.09
C -1.77 -0.42 8.10
H -4.03 -0.02 5.36
H -4.68 0.10 7.02
H -4.27 -2.31 6.70
H -2.69 -1.98 5.97
H -3.51 -1.45 8.86
H -2.23 -2.54 8.32
H -1.70 0.03 9.09
H -0.78 -0.72 7.76
O 0.01 1.11 -8.02
S -0.95 1.88 -7.27
O -2.29 1.41 -6.99
C -0.19 2.38 -5.73
C 0.50 3.70 -6.05
C -0.50 4.48 -6.91
C -1.04 3.52 -7.98
H 0.50 1.61 -5.39
H -0.99 2.52 -4.99
H 0.77 4.24 -5.15
H 1.41 3.51 -6.62
H -1.32 4.84 -6.29
H -0.03 5.36 -7.37
H -2.08 3.75 -8.23
H -0.42 3.54 -8.88
O 3.38 -4.90 -2.99
S 4.44 -4.89 -2.01
O 4.28 -4.26 -0.71
C 5.01 -6.56 -1.77
C 6.10 -6.74 -2.82
C 6.92 -5.45 -2.79
C 5.93 -4.28 -2.78
H 4.18 -7.26 -1.89
H 5.42 -6.64 -0.76
H 6.71 -7.62 -2.61
H 5.65 -6.87 -3.81
H 7.52 -5.43 -1.88
H 7.60 -5.39 -3.64
H 6.32 -3.43 -2.21
H 5.68 -3.97 -3.80
```

* HOMO level: -7.662 eV
* total charge: 0
* frontier orbital gap: 7.28 eV
* structure (SMILES): CCCCc1c(B(O)O)c(CNC)c([C@@H](C)CC)c2nc(CCOCC(F)(F)C(F)(F)C(F)(F)C(F)F)c(B(O)OC)nc12.O=S1(=O)CCCC1.O=S1(=O)CCCC1.O=S1(=O)CCCC1

(7)
Formula: C6H13NS
Source: the OMol25 dataset
Level of theory: the ωB97M-V functional and the def2-TZVPD basis

```
21
Properties=species:S:1:pos:R:3
C -0.23 1.86 -0.85
C 0.39 0.87 -0.21
C 1.34 1.15 0.92
C 0.18 -0.57 -0.60
C 1.48 -1.35 -0.80
C -0.70 -1.18 0.49
N -1.73 -0.26 0.92
S -2.97 0.05 -0.24
H -0.10 2.89 -0.56
H -0.89 1.67 -1.68
H 1.14 0.52 1.78
H 1.26 2.19 1.23
H 2.36 0.97 0.60
H -0.39 -0.58 -1.54
H 1.25 -2.37 -1.09
H 2.06 -1.38 0.12
H 2.07 -0.89 -1.59
H -1.17 -2.10 0.15
H -0.10 -1.41 1.38
H -1.34 0.62 1.20
H -3.91 -0.69 0.38
```

* HOMO level: -8.845 eV
* total charge: 0
* frontier orbital gap: 9.79 eV
* structure (SMILES): C=C(C)[C@@H](C)CNS
* ΔE to the lowest compared entry with this formula, charge and spin: 24.4 kcal per mole

(8)
Formula: C2H4O2
Source: the OMol25 dataset
Level of theory: the ωB97M-V functional and the def2-TZVPD basis

```
8
Properties=species:S:1:pos:R:3
C 0.12 -0.16 3.93
O 0.29 -0.18 5.16
H 0.94 0.21 3.28
H -0.83 -0.46 3.42
C -0.13 0.11 -3.92
O -0.67 -0.32 -4.90
H -0.19 1.22 -3.82
H 0.48 -0.43 -3.16
```

* HOMO level: -10.326 eV
* total charge: 0
* frontier orbital gap: 10.84 eV
* structure (SMILES): C=O.C=O
* ΔE to the lowest compared entry with this formula, charge and spin: 60.8 kcal per mole

(9)
Formula: C5H15N2S
Source: the OMol25 dataset
Level of theory: the ωB97M-V functional and the def2-TZVPD basis

```
23
Properties=species:S:1:pos:R:3
N 1.81 -0.33 -1.00
C 0.47 -0.69 -1.29
C -0.55 0.49 -1.30
S 0.04 1.81 -0.37
C -0.03 -1.82 -0.27
N -0.37 -1.48 1.05
C 0.65 -0.71 1.96
C -1.67 -0.88 1.37
H 1.83 0.70 -0.74
H 2.45 -0.44 -1.78
H -1.31 7.29 0.44
H 0.26 -1.19 -2.34
H -1.57 0.17 -1.02
H -0.69 0.96 -2.30
H -1.51 6.58 0.29
H -0.94 -2.27 -0.70
H 0.88 -2.53 -0.28
H 0.94 0.30 1.66
H 0.14 -0.76 3.02
H 1.62 -1.27 2.00
H -1.83 -0.98 2.45
H -1.60 0.22 1.17
H -2.57 -1.29 0.80
```

* HOMO level: -12.757 eV
* total charge: +1
* frontier orbital gap: 4.31 eV
* ΔE to the lowest compared entry with this formula, charge and spin: 160.4 kcal per mole

Q: Which value of total charge does entry 2 give?
A: 0